# 1
# C35H73Cl8N7O13

13 unconnected molecules or ions with the total composition C35H73Cl8N7O13 at a distorted geometry (ωB97M-V/def2-TZVPD, the OMol25 dataset).

The geometry in XYZ format:
```
136
Properties=species:S:1:pos:R:3:forces:R:3
C -0.176 1.542 -0.270 0.74 0.08 -1.22
C 0.570 0.529 -1.164 0.31 1.43 0.36
O -0.058 -0.694 -0.819 0.18 -0.24 -0.36
C -0.671 -0.563 0.370 0.29 -0.11 -0.51
O -1.107 -1.466 1.003 0.02 -0.23 0.10
O -0.728 0.729 0.748 -0.02 0.19 0.44
H -0.968 2.072 -0.798 -0.12 -0.01 0.09
H 0.568 2.251 0.091 -0.41 0.10 0.47
H 1.634 0.548 -0.918 -0.15 -0.74 0.31
H 0.593 0.814 -2.213 -0.83 -0.57 -0.18
C 2.935 -4.158 -0.229 -0.44 1.38 0.14
C 1.841 -3.586 -1.131 0.58 -0.37 -0.85
O 0.670 -3.718 -0.359 -0.41 0.26 0.06
C 0.898 -4.470 0.730 -0.86 -0.41 -0.18
O 0.020 -4.863 1.442 0.59 0.25 0.10
O 2.201 -4.761 0.853 0.39 -0.39 -0.17
H 3.435 -3.282 0.185 0.47 -0.50 -0.08
H 3.600 -4.834 -0.755 -0.02 -0.30 0.37
H 1.743 -4.152 -2.066 -0.19 -0.01 0.16
H 2.046 -2.551 -1.402 -0.32 -0.05 0.33
C 2.419 0.693 1.669 0.57 0.03 -0.56
C 3.142 -0.614 1.362 -0.29 0.05 0.58
O 3.342 -0.993 0.208 0.01 0.26 0.02
N 3.498 -1.328 2.437 0.61 -0.04 -0.33
C 4.367 -2.505 2.361 0.15 0.69 0.64
H 3.008 1.319 2.341 -0.17 -0.20 0.34
H 1.422 0.496 2.057 0.06 0.11 0.16
H 2.364 1.258 0.738 -0.11 -0.11 0.13
H 3.385 -0.953 3.370 -0.34 0.04 0.05
H 5.066 -2.437 1.532 -0.36 -0.08 -0.36
H 3.771 -3.413 2.363 0.24 -0.17 -0.06
H 5.009 -2.440 3.240 -0.22 -0.41 0.17
C -2.599 -3.819 -0.734 0.46 -0.13 0.29
C -4.089 -3.939 -0.748 -1.17 -1.12 -0.39
O -4.660 -4.992 -0.457 0.44 0.47 0.17
N -4.780 -2.844 -1.119 0.61 0.55 0.04
C -6.218 -2.707 -1.171 0.23 0.83 0.26
H -2.150 -2.959 -1.232 -0.31 0.17 -0.01
H -2.155 -4.713 -1.167 -0.09 -0.08 0.11
H -2.311 -3.781 0.318 0.25 -0.05 -0.08
H -4.220 -2.077 -1.469 -0.41 0.02 -0.11
H -6.555 -2.635 -2.204 -0.23 -0.41 -0.03
H -6.483 -1.753 -0.704 0.01 0.05 -0.02
H -6.727 -3.460 -0.581 0.17 -0.41 -0.30
C 6.311 -3.348 -1.293 -0.01 -0.03 0.35
C 5.347 -2.993 -2.412 1.06 0.10 -0.22
O 5.532 -3.507 -3.504 -0.62 -0.01 -0.20
N 4.419 -2.050 -2.160 -0.08 -0.02 0.67
C 3.548 -1.516 -3.177 0.84 -0.21 -1.19
H 7.310 -3.399 -1.720 -0.04 0.03 -0.12
H 6.093 -4.347 -0.912 -0.10 0.02 0.00
H 6.343 -2.651 -0.454 -0.22 0.04 -0.04
H 4.369 -1.648 -1.226 -0.11 -0.19 -0.35
H 2.825 -2.229 -3.585 -0.34 -0.01 0.65
H 4.140 -1.330 -4.081 0.12 0.32 0.20
H 3.124 -0.576 -2.841 -0.28 -0.16 0.03
C -0.359 5.082 0.796 0.47 -0.11 0.81
C -0.024 6.341 1.587 0.41 -0.60 1.02
O 0.214 6.271 2.785 0.02 0.20 -0.32
N -0.020 7.502 0.914 0.11 0.38 -1.33
C 0.276 8.821 1.441 -0.36 -0.58 1.23
H -0.012 4.237 1.392 -0.18 0.15 0.29
H 0.200 4.962 -0.132 -0.61 0.44 -0.42
H -1.447 5.027 0.772 0.02 -0.19 -0.69
H -0.355 7.483 -0.035 0.09 -0.13 0.02
H 1.018 8.757 2.237 0.17 -0.20 -0.20
H -0.621 9.181 1.954 0.07 0.53 -0.33
H 0.646 9.473 0.659 -0.22 0.08 -0.07
C 2.524 1.347 5.946 -0.10 0.94 0.02
C 1.980 0.069 5.374 1.37 -0.48 -0.87
O 2.719 -0.921 5.338 -0.37 0.27 0.25
N 0.764 0.067 4.810 0.73 -0.09 -0.25
C 0.106 -1.162 4.384 -0.17 -0.64 0.52
H 2.657 1.202 7.017 0.05 0.09 0.00
H 1.951 2.263 5.769 -0.49 -0.35 0.17
H 3.487 1.603 5.505 0.17 -0.57 0.07
H 0.308 0.956 4.702 -0.26 0.01 0.24
H -0.660 -1.326 5.146 -0.02 -0.64 -0.21
H 0.717 -2.054 4.354 0.62 0.30 0.19
H -0.405 -1.044 3.425 1.02 -0.65 -0.10
C -3.988 0.606 -0.642 0.89 -0.71 -0.51
C -4.110 0.654 -2.167 -0.38 -0.53 1.49
O -4.211 -0.397 -2.781 0.32 0.30 -0.66
N -4.139 1.886 -2.696 0.45 0.42 -0.89
C -4.367 2.140 -4.112 -0.52 -0.05 -0.24
H -4.954 0.446 -0.173 -0.03 0.33 0.08
H -3.380 1.393 -0.198 -0.52 0.40 0.01
H -3.409 -0.302 -0.443 -0.20 -0.06 0.09
H -4.381 2.635 -2.071 0.25 0.05 0.10
H -5.447 2.141 -4.269 0.04 0.15 -0.41
H -3.938 1.395 -4.778 0.02 -0.42 0.49
H -3.924 3.074 -4.456 -0.09 0.21 0.45
C -3.549 -3.464 6.947 0.26 0.38 -0.49
C -2.515 -3.576 5.827 0.43 0.28 1.02
O -1.333 -3.337 6.049 -0.21 -0.10 -0.12
N -2.973 -3.944 4.623 -0.16 -0.15 -0.39
C -2.145 -4.094 3.441 -0.28 -0.24 -0.75
H -3.532 -4.373 7.545 -0.20 -0.09 -0.08
H -4.537 -3.229 6.550 -0.11 -0.33 0.13
H -3.260 -2.639 7.595 0.13 -0.03 -0.02
H -3.963 -4.087 4.520 0.00 -0.07 -0.02
H -2.293 -5.061 2.958 -0.07 -0.10 0.23
H -1.084 -4.016 3.638 -0.05 0.18 0.38
H -2.434 -3.360 2.684 0.19 0.08 0.09
Cl -2.863 1.059 5.269 0.18 0.11 -0.08
C -2.118 0.371 3.783 -0.52 1.11 -0.03
C -2.998 -0.696 3.210 0.31 -1.00 -0.20
Cl -4.622 -0.157 2.693 0.10 0.09 0.24
H -1.145 -0.019 4.075 -2.07 0.88 -0.24
H -1.928 1.172 3.069 -0.35 0.19 0.05
H -3.095 -1.521 3.916 -0.39 0.25 0.21
H -2.548 -1.160 2.330 -0.01 0.48 0.18
Cl 2.984 2.198 -2.605 -0.18 0.17 0.34
C 3.417 2.990 -4.135 0.53 -0.19 -0.23
C 4.541 2.196 -4.791 0.31 0.42 -0.53
Cl 3.879 0.945 -5.873 0.16 -0.12 0.21
H 3.730 4.013 -3.932 0.03 -0.06 0.17
H 2.523 2.995 -4.751 0.00 -0.02 -0.08
H 5.234 1.772 -4.068 -0.36 -0.33 0.16
H 5.186 2.812 -5.419 -0.37 0.26 -0.07
Cl -0.648 3.627 -3.176 0.06 0.07 0.18
C -0.070 5.125 -3.966 -0.23 -0.32 -0.89
C -0.017 4.925 -5.484 0.40 0.00 0.41
Cl -1.533 4.334 -6.159 -0.34 0.02 -0.12
H 0.947 5.286 -3.620 -0.08 0.28 0.20
H -0.761 5.921 -3.708 0.12 0.07 0.21
H 0.774 4.209 -5.691 -0.18 -0.19 -0.24
H 0.210 5.843 -6.022 0.06 0.16 0.28
Cl 0.439 1.568 -6.361 0.08 -0.23 0.28
C -1.011 0.569 -6.052 0.23 -1.03 -0.96
C -1.082 -0.102 -4.703 0.34 1.38 1.03
Cl 0.420 -0.986 -4.284 -0.34 -0.17 -0.35
H -0.965 -0.250 -6.773 0.02 0.30 -0.26
H -1.844 1.214 -6.319 -0.27 -0.12 0.46
H -1.951 -0.743 -4.589 0.07 -0.18 -0.24
H -1.142 0.669 -3.930 -0.17 -0.08 0.03
```
Positions in Å, forces in eV/Å.

E_LUMO	-0.013	Ha
HOMO-LUMO gap	8.34	eV

***

# 2
# C35H76ClFN7O4

5 unconnected molecules or ions with the total composition C35H76ClFN7O4 at a distorted geometry (ωB97M-V/def2-TZVPD, the OMol25 dataset).

The geometry in XYZ format:
```
124
Properties=species:S:1:pos:R:3:forces:R:3
O -2.858 -1.840 6.302 -0.04 0.36 0.33
C -1.903 -1.749 5.672 -0.28 -0.10 -0.73
N -0.943 -1.705 4.900 0.57 -0.53 0.34
C -0.107 -2.904 4.993 -0.93 0.18 0.23
N 1.299 -2.619 4.627 -0.30 0.47 0.74
C 2.129 -3.787 5.056 0.71 -0.53 0.06
C 3.626 -3.571 4.793 -0.11 -0.33 -0.55
C 3.978 -2.794 3.504 -0.46 0.20 0.84
C 3.865 -1.261 3.658 1.30 -0.25 -0.83
C 4.329 -0.759 5.004 -1.01 0.83 0.08
O 3.479 -0.559 5.832 -0.32 -0.48 0.57
O 5.626 -0.550 5.310 -0.10 -0.14 -0.31
C 1.589 -5.142 4.560 -0.30 0.12 0.19
Cl 2.256 -5.609 2.936 -0.09 0.07 -0.06
N 0.147 -5.270 4.646 0.40 0.78 -0.81
C -0.589 -4.086 4.173 -0.42 -0.27 -0.18
C -0.548 -3.869 2.652 0.96 1.07 -0.10
C -1.455 -2.766 2.161 -1.12 -0.79 -0.41
O -2.543 -2.974 1.742 0.10 0.21 0.20
F -0.965 -1.524 2.177 0.61 0.00 0.08
H -0.095 -3.231 6.030 0.36 -0.16 0.08
H 1.603 -1.795 5.168 0.29 0.12 -0.15
H 1.385 -2.380 3.636 0.01 -0.12 -0.02
H 2.021 -3.834 6.137 -0.31 0.15 0.12
H 4.053 -4.564 4.684 0.06 -0.12 0.12
H 4.070 -3.148 5.689 0.13 0.22 -0.06
H 4.969 -3.096 3.192 0.15 0.06 -0.10
H 3.270 -3.078 2.727 0.23 -0.19 -0.30
H 2.842 -0.958 3.473 -0.09 0.41 0.30
H 4.450 -0.802 2.859 0.08 0.03 -0.06
H 6.009 0.195 4.825 0.15 -0.22 -0.23
H 2.014 -5.864 5.248 0.19 -0.22 -0.11
H -0.132 -6.033 4.037 -0.03 -0.38 0.43
H -1.634 -4.233 4.448 -0.08 -0.09 0.11
H -0.813 -4.759 2.097 -0.24 -0.24 0.15
H 0.466 -3.622 2.325 0.06 -0.08 -0.03
C 9.152 -0.232 1.900 0.02 0.00 0.02
C 7.944 0.642 1.593 0.12 -0.06 -0.16
N 8.011 1.959 2.195 -0.19 0.11 0.30
C 6.751 2.684 2.161 -0.15 -0.04 -0.02
C 6.170 3.052 0.793 -0.11 0.06 0.03
C 9.194 2.741 1.867 0.36 -0.04 -0.01
C 9.489 3.014 0.388 0.01 0.10 0.01
H 9.327 -0.293 2.975 0.02 0.06 0.00
H 8.979 -1.243 1.529 0.00 0.01 -0.03
H 10.058 0.139 1.422 0.00 0.00 0.02
H 7.058 0.131 1.989 -0.11 0.14 -0.02
H 7.816 0.693 0.501 -0.06 -0.11 -0.01
H 6.853 3.590 2.763 0.12 -0.01 -0.01
H 5.999 2.075 2.682 0.07 -0.10 0.01
H 6.717 3.864 0.317 0.06 -0.05 -0.04
H 5.140 3.394 0.914 0.00 -0.02 0.00
H 6.156 2.194 0.119 0.01 0.02 -0.04
H 10.061 2.234 2.297 -0.05 -0.08 -0.01
H 9.140 3.691 2.404 -0.17 -0.01 0.01
H 9.411 2.113 -0.223 -0.01 -0.01 0.01
H 10.510 3.387 0.286 0.00 -0.02 0.02
H 8.831 3.773 -0.030 -0.04 -0.06 -0.05
C -5.890 0.156 -3.263 -0.05 -0.04 -0.02
C -4.451 0.105 -2.773 -0.15 -0.09 -0.06
N -4.294 0.605 -1.420 0.15 0.12 0.15
C -2.914 0.850 -1.048 0.15 0.14 -0.10
C -1.960 -0.349 -0.987 0.14 0.00 0.12
C -5.114 -0.040 -0.408 -0.36 -0.09 0.01
C -4.986 -1.559 -0.232 0.02 0.03 0.12
H -6.304 1.159 -3.149 0.02 0.00 0.05
H -5.930 -0.106 -4.321 0.01 -0.01 0.00
H -6.532 -0.546 -2.729 -0.01 0.02 0.00
H -3.849 0.731 -3.437 0.11 0.02 0.11
H -4.076 -0.924 -2.885 0.01 0.00 -0.07
H -2.899 1.364 -0.083 -0.09 -0.05 0.03
H -2.503 1.571 -1.763 -0.06 -0.03 -0.07
H -2.152 -0.973 -0.115 -0.08 -0.07 -0.05
H -0.930 0.008 -0.904 0.01 0.02 -0.01
H -2.023 -0.970 -1.882 -0.04 0.01 0.00
H -6.160 0.187 -0.628 0.03 0.01 -0.09
H -4.926 0.448 0.552 0.15 0.05 -0.05
H -5.022 -2.091 -1.184 -0.01 0.04 -0.02
H -5.818 -1.923 0.375 -0.01 0.01 -0.02
H -4.071 -1.835 0.287 -0.01 -0.03 -0.11
C -9.464 2.884 -2.575 0.02 -0.05 0.01
C -9.773 3.430 -3.962 0.09 -0.13 0.09
N -9.201 4.742 -4.198 -0.05 0.19 -0.06
C -9.732 5.403 -5.377 -0.20 0.06 -0.10
C -9.469 4.762 -6.745 0.04 0.10 -0.07
C -7.766 4.844 -4.005 0.19 -0.08 0.23
C -6.862 3.912 -4.820 0.14 0.08 -0.03
H -9.754 3.598 -1.803 0.03 0.04 -0.02
H -10.022 1.962 -2.409 0.01 -0.01 -0.02
H -8.405 2.651 -2.451 0.00 0.01 0.01
H -10.858 3.512 -4.055 0.01 0.10 -0.12
H -9.448 2.691 -4.712 -0.06 -0.05 0.01
H -9.369 6.434 -5.393 0.10 -0.03 0.07
H -10.816 5.483 -5.246 0.01 -0.08 0.07
H -8.435 4.895 -7.063 0.02 -0.07 0.02
H -10.097 5.240 -7.500 -0.02 0.00 0.02
H -9.701 3.697 -6.753 0.01 -0.01 0.02
H -7.555 4.674 -2.945 -0.06 -0.06 0.00
H -7.463 5.879 -4.179 -0.13 0.02 -0.11
H -7.209 2.877 -4.798 -0.03 0.01 0.00
H -5.854 3.925 -4.400 -0.01 -0.01 0.02
H -6.777 4.226 -5.859 -0.07 -0.07 -0.03
C 1.835 -2.360 -0.156 -0.03 -0.13 0.17
C 1.507 -1.916 -1.576 0.10 -0.07 0.06
N 1.973 -0.574 -1.853 -0.08 0.21 -0.02
C 1.422 -0.004 -3.074 -0.22 0.03 -0.16
C 1.779 -0.675 -4.404 0.06 0.09 -0.04
C 3.390 -0.343 -1.627 0.21 -0.03 0.20
C 4.397 -1.218 -2.381 0.09 0.07 0.01
H 1.470 -1.627 0.572 0.02 0.07 -0.07
H 1.353 -3.319 0.055 0.03 -0.03 -0.07
H 2.909 -2.495 -0.007 -0.01 -0.01 0.01
H 0.421 -1.932 -1.693 -0.01 0.09 -0.10
H 1.909 -2.661 -2.279 -0.02 -0.06 0.04
H 1.699 1.051 -3.121 0.10 -0.02 0.09
H 0.332 -0.010 -2.974 0.00 -0.08 0.08
H 2.806 -0.469 -4.701 0.02 -0.07 0.01
H 1.136 -0.282 -5.194 -0.02 0.00 0.02
H 1.635 -1.755 -4.375 0.00 0.00 0.02
H 3.580 -0.456 -0.553 -0.03 -0.04 -0.01
H 3.606 0.708 -1.831 -0.13 0.01 -0.10
H 4.143 -2.279 -2.334 -0.03 0.00 -0.01
H 5.387 -1.101 -1.934 -0.01 0.00 0.01
H 4.486 -0.932 -3.427 -0.06 -0.08 -0.03
```
Positions in Å, forces in eV/Å.

E_LUMO	-0.096	Ha
HOMO-LUMO gap	6.37	eV
net charge	+1

***

# 3
# C35H76GaO8

A molecular structure, C35H76GaO8 at a distorted geometry (ωB97M-V/def2-TZVPD, the OMol25 dataset).

The geometry in XYZ format:
```
120
Properties=species:S:1:pos:R:3:forces:R:3
C -0.399 5.423 0.599 0.02 -0.25 -0.07
C -0.467 4.037 1.176 -0.32 -0.52 0.41
C -1.642 3.628 1.821 0.02 0.10 0.00
C -1.797 2.368 2.378 -0.06 0.03 0.03
C -0.756 1.460 2.291 0.70 0.25 -0.37
C 0.422 1.852 1.665 -0.45 -0.02 0.11
C 0.606 3.132 1.112 0.23 -0.27 -0.09
C 1.943 3.423 0.504 -0.37 0.27 0.35
Ga 3.501 3.130 1.846 0.04 -0.30 -0.27
C 2.751 3.015 3.757 0.33 0.13 -0.32
C 3.740 3.247 4.884 -0.96 -0.63 0.44
O 4.721 4.269 4.599 0.00 -0.12 -0.46
C 4.367 5.512 4.874 0.14 0.34 -0.05
O 3.811 5.891 5.865 -0.50 0.06 0.50
H -0.081 6.141 1.354 0.06 0.17 -0.01
H 0.303 5.447 -0.226 0.15 0.14 -0.10
H -1.369 5.722 0.207 -0.15 0.10 0.10
H -2.470 4.325 1.903 -0.01 0.10 -0.08
H -2.707 2.083 2.887 -0.17 0.07 0.00
H -0.830 0.470 2.715 -0.13 -0.12 0.06
H 1.253 1.160 1.613 0.10 -0.04 -0.03
H 1.986 4.450 0.156 0.09 0.12 -0.15
H 2.082 2.767 -0.354 0.26 -0.12 0.00
H 4.620 4.276 1.656 -0.06 0.11 -0.01
H 4.139 1.687 1.463 0.08 -0.02 0.12
H 2.397 1.991 3.876 -0.11 -0.11 -0.04
H 1.866 3.647 3.852 0.02 0.17 0.10
H 3.208 3.497 5.802 0.21 0.32 0.19
H 4.266 2.322 5.101 0.50 0.07 -0.18
H 4.643 6.223 4.089 0.41 -0.12 -0.21
C -4.021 -2.442 5.495 -0.09 -0.02 -0.09
C -3.430 -1.118 5.038 0.00 -0.01 0.11
O -3.703 -0.800 3.688 0.13 0.00 -0.14
C -5.067 -0.679 3.334 -0.12 -0.02 -0.01
C -5.815 0.399 4.101 0.07 0.02 0.10
H -3.661 -3.257 4.863 0.02 0.00 0.01
H -3.732 -2.646 6.527 0.03 0.00 0.00
H -5.111 -2.443 5.448 0.00 0.03 0.06
H -2.343 -1.164 5.110 0.01 0.05 -0.07
H -3.753 -0.304 5.698 -0.05 -0.02 0.01
H -5.573 -1.647 3.432 -0.05 0.02 0.04
H -5.074 -0.432 2.272 0.10 -0.03 -0.01
H -5.847 0.196 5.172 -0.05 -0.04 -0.01
H -6.843 0.466 3.743 0.01 0.00 -0.03
H -5.332 1.368 3.961 -0.01 0.00 -0.02
C 3.864 -2.091 -0.795 -0.02 0.03 -0.14
C 2.994 -0.978 -0.233 -0.03 -0.10 0.15
O 2.882 0.146 -1.076 0.08 0.21 -0.06
C 2.323 -0.059 -2.354 -0.03 -0.03 -0.06
C 0.904 -0.603 -2.326 -0.03 -0.03 0.08
H 4.865 -1.714 -1.014 0.01 0.00 0.03
H 3.946 -2.904 -0.072 0.01 0.02 0.03
H 3.456 -2.507 -1.719 -0.03 -0.04 0.03
H 3.439 -0.598 0.688 0.00 0.11 -0.04
H 2.000 -1.362 0.032 0.00 -0.05 -0.06
H 2.974 -0.705 -2.961 -0.05 -0.07 0.01
H 2.321 0.921 -2.833 0.03 0.03 0.06
H 0.849 -1.589 -1.860 0.02 -0.03 -0.05
H 0.515 -0.691 -3.342 0.01 0.03 -0.01
H 0.255 0.067 -1.759 0.01 0.02 0.00
C 0.269 2.618 -6.432 0.11 -0.06 -0.03
C 0.746 3.382 -5.207 -0.09 0.06 -0.05
O 1.952 2.894 -4.658 0.01 -0.10 0.15
C 3.087 2.916 -5.501 0.06 0.00 -0.09
C 3.469 4.303 -5.990 -0.09 0.07 0.03
H 0.143 1.560 -6.194 -0.02 0.00 0.01
H -0.688 3.016 -6.773 -0.02 0.00 0.03
H 0.974 2.690 -7.261 -0.02 0.06 -0.02
H 0.007 3.286 -4.411 0.06 -0.01 0.06
H 0.829 4.453 -5.430 0.01 -0.01 -0.05
H 2.949 2.232 -6.348 -0.02 0.04 -0.04
H 3.900 2.509 -4.900 -0.05 -0.02 0.07
H 2.688 4.751 -6.606 0.02 -0.03 -0.05
H 4.378 4.250 -6.592 0.01 -0.02 0.02
H 3.649 4.967 -5.144 0.02 -0.01 0.01
C 7.901 2.837 2.796 -0.09 -0.07 -0.13
C 8.216 1.454 3.342 0.07 0.18 0.03
O 7.695 0.387 2.571 0.02 -0.22 0.13
C 8.115 0.324 1.226 -0.04 0.12 -0.13
C 9.619 0.177 1.050 0.03 0.00 0.10
H 6.826 2.982 2.696 -0.04 0.02 0.02
H 8.295 3.601 3.469 -0.01 -0.02 0.03
H 8.347 2.997 1.813 0.06 0.02 0.03
H 7.763 1.342 4.328 -0.05 -0.05 -0.02
H 9.299 1.333 3.479 0.01 0.00 -0.03
H 7.743 1.191 0.669 0.03 0.02 0.00
H 7.615 -0.550 0.807 -0.05 -0.01 0.06
H 10.163 1.036 1.447 -0.01 0.04 -0.05
H 9.865 0.087 -0.009 -0.02 -0.01 -0.01
H 9.980 -0.713 1.569 0.00 -0.01 -0.02
C -5.043 -3.738 0.509 0.06 0.15 -0.03
C -6.559 -3.674 0.432 0.09 -0.14 0.01
O -7.065 -2.377 0.175 -0.14 0.06 0.10
C -6.642 -1.782 -1.038 0.10 0.05 -0.10
C -7.033 -2.569 -2.277 -0.06 -0.15 0.01
H -4.673 -3.057 1.277 0.01 -0.03 0.02
H -4.718 -4.750 0.752 -0.03 -0.01 0.03
H -4.573 -3.458 -0.434 -0.01 -0.09 -0.03
H -6.984 -3.968 1.392 -0.05 0.08 0.01
H -6.937 -4.388 -0.309 0.04 0.01 -0.04
H -5.562 -1.602 -1.019 0.01 -0.04 -0.03
H -7.119 -0.802 -1.065 -0.04 -0.01 0.09
H -6.570 -3.557 -2.298 0.09 0.05 -0.04
H -6.717 -2.036 -3.175 0.00 0.03 0.01
H -8.116 -2.706 -2.315 0.00 0.03 -0.01
C -3.560 -7.862 -2.990 0.00 0.04 -0.12
C -4.486 -6.821 -2.382 -0.01 -0.12 0.02
O -4.597 -5.635 -3.146 0.02 0.18 0.13
C -5.100 -5.779 -4.461 -0.03 -0.05 -0.10
C -6.500 -6.364 -4.528 -0.01 -0.03 0.11
H -2.563 -7.444 -3.135 0.01 0.00 0.03
H -3.485 -8.728 -2.332 0.01 0.01 0.03
H -3.918 -8.211 -3.960 -0.04 -0.05 0.03
H -4.091 -6.511 -1.414 -0.01 0.11 -0.03
H -5.477 -7.249 -2.191 0.00 -0.04 -0.05
H -4.406 -6.365 -5.074 -0.03 -0.05 0.01
H -5.109 -4.772 -4.878 0.04 0.03 0.07
H -6.541 -7.379 -4.128 0.02 -0.03 -0.06
H -6.842 -6.401 -5.563 0.01 0.02 -0.01
H -7.197 -5.752 -3.952 0.00 0.02 -0.02
```
Positions in Å, forces in eV/Å.

E_LUMO	0.072	Ha
HOMO-LUMO gap	6.25	eV
net charge	-1